Molecular formula: C10H20N2OS
Method: DFT, wB97M-V/def2-TZVPD

XYZ file:
```
34
Properties=species:S:1:pos:R:3:forces:R:3:lowdin_charge:R:1
C -1.064 3.096 1.168 -0.002 3.170 -1.904 -0.3083
C -1.246 1.856 1.814 0.591 -1.037 -0.514 -0.4110
C -3.942 -0.235 -0.062 3.435 -1.828 -2.137 -0.0876
C 2.536 -0.923 -2.236 -1.358 -0.712 -1.539 -0.1260
C 2.604 1.653 -0.703 -2.337 -2.203 -0.640 -0.0376
C -0.184 -0.643 2.547 4.487 -1.679 -3.471 -0.1095
C -2.533 1.073 1.531 1.809 0.006 -0.347 -0.2320
C -2.628 0.478 0.115 2.583 0.733 1.155 -0.2747
C 2.565 -0.973 -0.733 -3.889 1.845 0.852 -0.1967
C 2.065 0.350 -0.003 2.262 1.645 -0.957 -0.3958
N -0.984 4.119 0.573 -0.120 -2.779 1.722 0.1317
N 0.609 0.435 0.125 -1.434 1.986 -0.650 -0.1371
O 1.342 1.486 2.308 0.829 1.332 0.934 -0.3360
S 0.156 0.962 1.717 -0.204 -2.014 0.220 0.8235
H -3.631 -1.290 0.165 -1.678 0.709 0.000 0.1036
H -4.545 0.323 0.543 -2.441 0.413 1.751 0.0399
H -4.198 -0.066 -1.108 -0.498 -0.695 0.055 0.0781
H 3.469 -0.657 -2.741 0.064 0.040 0.458 0.0737
H 2.249 -1.942 -2.638 0.277 1.137 0.295 0.0883
H 1.787 -0.193 -2.608 0.212 -0.570 0.092 0.0708
H 2.206 1.762 -1.708 0.378 -0.155 -0.343 0.0792
H 2.287 2.492 -0.208 -1.528 2.032 1.588 0.0424
H 3.611 1.813 -0.618 2.898 -0.475 -0.420 0.0566
H 0.783 -1.047 3.089 -1.410 1.254 -1.490 0.1207
H -0.791 -0.464 3.318 -3.130 0.385 2.503 -0.0004
H -0.397 -1.389 1.711 -0.445 0.953 1.535 0.0906
H -3.240 1.808 1.729 -1.876 1.215 0.030 0.0943
H -2.658 0.358 2.314 -0.164 -0.874 0.401 0.0940
H -2.578 1.336 -0.553 0.309 0.073 -0.254 0.1080
H -1.618 -0.102 0.029 -2.246 0.490 -0.542 0.1049
H 1.757 -1.638 -0.322 1.450 -0.397 -0.511 0.1156
H 3.545 -1.132 -0.482 2.160 -0.989 1.450 0.0735
H 2.459 0.527 1.022 0.048 -1.191 -0.769 0.1161
H 0.183 1.199 -0.533 0.966 -1.822 1.448 0.1473
```
Forces are in eV/Å.

Values from the calculation:
spin multiplicity = 1
HOMO = -8.44 eV
SMILES = CCCC(C#N)=[S@](C)(=O)N[C@H](C)CC
lowest unoccupied orbital energy = 0.5 eV
DFT total energy = -975.775945 Eh